C40H96F8N6O18P2S8 | ωB97M-V with the def2-TZVPD basis set

For the HOMO-LUMO gap, the calculation gives 7.11 eV. The value obtained for the energy relative to the best compared isomer or geometry (same formula, charge and spin) is 186.9 kJ/mol. The calculation puts the energy at -215827.5447 eV. The LUMO energy is -0.54 eV.

Atoms and positions in Å:
C 0.50755 -2.47282 2.18780
C 0.76908 -1.68345 0.88721
C 1.49770 -2.51551 -0.13159
O 1.53738 -1.79938 -1.34204
C 1.95154 -2.65001 -2.46383
N -0.50310 -1.12174 0.31328
H -1.28069 -1.81242 0.44562
H -0.78378 -0.18839 0.65841
H -0.37676 -1.20573 -0.70241
H -0.26950 -3.22458 2.06866
H 0.10630 -1.83635 2.98086
H 1.46611 -2.84806 2.53695
H 1.37327 -0.80320 1.12422
H 1.04368 -3.51021 -0.21794
H 2.52303 -2.66187 0.23249
H 2.05480 -1.99430 -3.31734
H 1.22358 -3.44692 -2.59371
H 2.91838 -3.00207 -2.10251
C 7.88032 -3.14407 -4.33651
C 6.36309 -3.15645 -4.27695
C 5.65992 -1.93484 -4.85874
O 4.27512 -2.06552 -4.76273
C 3.47677 -1.18589 -5.51543
N 5.85794 -4.33330 -5.09865
H 6.01788 -4.25147 -6.10287
H 6.35816 -5.15983 -4.76433
H 4.85393 -4.59949 -5.01328
H 8.32168 -4.06385 -3.94870
H 8.35916 -2.37917 -3.72578
H 8.21592 -3.00282 -5.36541
H 6.00369 -3.37671 -3.27285
H 5.93104 -1.76946 -5.90785
H 6.02402 -1.08239 -4.27351
H 2.42175 -1.25234 -5.27410
H 3.63126 -1.37549 -6.58278
H 3.79943 -0.15186 -5.34301
C -7.01533 0.74990 4.87768
C -6.01109 0.27996 3.81776
C -5.41970 1.46217 3.02597
C -4.76054 1.02902 1.73792
P -5.83010 0.96618 0.24291
C -5.90891 2.66385 -0.29231
C -6.95655 3.57720 0.40507
C -7.18428 4.91058 -0.39389
C -7.53456 4.69573 -1.88024
C -7.46816 0.36563 0.62270
C -8.53426 0.52917 -0.50442
C -9.95108 0.79434 -0.02167
C -11.06978 0.99563 -1.04829
C -5.21438 0.01189 -1.14211
C -3.77913 0.25002 -1.64703
C -3.37468 -0.77244 -2.71903
C -1.97908 -0.48400 -3.29307
H -7.93182 1.20482 4.50210
H -6.58402 1.42211 5.62605
H -7.29497 -0.11405 5.48686
H -6.64124 -0.34752 3.18290
H -5.24323 -0.34314 4.26907
H -4.67020 1.94051 3.66285
H -6.13736 2.28177 2.92862
H -4.09589 0.17645 1.87250
H -4.04580 1.81642 1.47160
H -6.13387 2.55665 -1.35503
H -4.90941 3.08028 -0.16289
H -6.62285 3.77337 1.42264
H -7.96949 3.18249 0.50120
H -6.28481 5.52621 -0.32501
H -7.94172 5.55266 0.05624
H -8.60285 4.67843 -2.10795
H -6.99164 3.92361 -2.41435
H -7.32591 5.67187 -2.33332
H -7.79983 1.03885 1.42152
H -7.48452 -0.67118 0.95541
H -8.47262 -0.38085 -1.10775
H -8.14872 1.30393 -1.17786
H -9.94312 1.71588 0.57417
H -10.19583 0.01313 0.70279
H -10.93745 1.94000 -1.57200
H -12.02688 0.95236 -0.53442
H -11.01151 0.15543 -1.74369
H -5.92615 0.29206 -1.92688
H -5.36656 -1.04745 -0.91637
H -3.06158 0.25892 -0.82347
H -3.73484 1.23414 -2.11684
H -4.13274 -0.66678 -3.50063
H -3.41595 -1.81354 -2.39814
H -1.21991 -0.98336 -2.69253
H -1.72238 0.55060 -3.51262
H -1.96457 -0.97301 -4.27131
C 4.09848 -2.25131 3.89048
C 3.29597 -0.98678 3.60615
C 4.03528 0.07155 2.81099
C 3.15522 1.31517 2.50589
P 3.88591 2.71718 1.56660
C 3.00421 4.17647 2.07739
C 3.32357 5.37781 1.14386
C 2.79659 6.73809 1.58728
C 1.38367 6.68883 2.15744
C 5.63592 3.02126 1.92206
C 5.96912 3.91985 3.11613
C 7.44450 4.33907 3.20116
C 7.81849 4.97459 4.53095
C 3.70699 2.45677 -0.24819
C 4.25255 1.12739 -0.75684
C 4.05607 0.91301 -2.23196
C 2.60925 1.04152 -2.75139
H 4.19896 -2.81404 2.95582
H 3.61220 -2.94656 4.57180
H 5.12994 -2.09168 4.20916
H 2.95149 -0.54523 4.55060
H 2.31956 -1.26655 3.20432
H 4.28805 -0.38854 1.85056
H 4.92325 0.43033 3.33358
H 2.81099 1.76051 3.44224
H 2.23189 0.96108 2.04486
H 3.26676 4.33442 3.12626
H 1.93182 3.97087 2.08798
H 3.08416 5.09899 0.11545
H 4.41648 5.45336 1.07717
H 2.91073 7.43129 0.74929
H 3.56179 7.13736 2.26009
H 0.72780 6.09554 1.51653
H 0.85590 7.62641 2.32399
H 1.40625 6.16988 3.11847
H 6.09191 3.42443 1.01357
H 6.14303 2.06751 2.09160
H 5.54972 3.47033 4.02182
H 5.46589 4.89470 3.16178
H 7.72786 4.98626 2.36811
H 7.99687 3.41216 3.00196
H 7.47711 4.36340 5.36790
H 7.25823 5.90341 4.65410
H 8.89823 5.09771 4.54184
H 4.27359 3.28551 -0.69044
H 2.67375 2.63848 -0.54484
H 3.62685 0.38495 -0.23029
H 5.18795 0.83941 -0.26873
H 4.27966 -0.11597 -2.52668
H 4.76783 1.56610 -2.74834
H 2.06067 0.23064 -2.26769
H 2.60075 1.02580 -3.83777
H 2.09395 1.96566 -2.47742
N 3.39093 -5.65954 -5.28780
S 2.90851 -6.10523 -3.88126
O 2.46548 -7.47666 -3.95165
O 2.14762 -5.18487 -3.07117
F 4.34048 -6.18640 -3.15608
S 2.03105 -4.88929 -5.90477
O 1.93522 -3.47901 -5.67882
O 0.86530 -5.72152 -5.91938
F 2.46107 -4.99307 -7.43875
N -0.72765 1.54303 1.19299
S -0.76885 1.95819 2.68957
O -1.97343 2.52535 3.22709
O 0.51401 2.45002 3.19332
F -0.72881 0.50830 3.36375
S -0.81525 3.06620 0.44677
O 0.40942 3.82464 0.34634
O -1.99686 3.78949 0.74151
F -1.11588 2.49094 -1.00782
N 1.11615 -7.93668 1.52456
S 1.21164 -6.66883 2.45468
O 1.76086 -5.44185 1.91418
O 1.38728 -6.85897 3.86809
F -0.34465 -6.28000 2.39066
S 2.72630 -8.29449 1.38387
O 3.36024 -8.56962 2.62912
O 3.44119 -7.57640 0.36097
F 2.50566 -9.72697 0.71216
N -2.69898 -2.73471 0.96861
S -3.92138 -2.86217 1.87308
O -4.12250 -4.12936 2.50960
O -5.12568 -2.22162 1.41506
F -3.46060 -1.87320 3.05848
S -3.02899 -4.00005 -0.08545
O -4.24958 -3.86262 -0.83206
O -2.49104 -5.28464 0.22850
F -1.90774 -3.50173 -1.14671

C40H96O28S8 | ωB97M-V with the def2-TZVPD basis set

For the HOMO-LUMO gap, the calculation gives 9.36 eV. The value obtained for the energy relative to the best compared isomer or geometry (same formula, charge and spin) is 325.1 kJ/mol. The calculation puts the energy at -187039.6688 eV. The LUMO energy is 0.20 eV.

Atoms and positions in Å:
C -2.72312 3.98815 4.50351
C -1.25060 4.25659 4.19652
O -1.23170 4.84652 2.87870
S -1.65894 4.05812 1.46835
C -3.29973 4.84334 1.18298
O -0.80751 4.57185 0.41737
O -1.83648 2.59982 1.69790
H -2.88583 3.62339 5.51771
H -3.16411 3.22621 3.86080
H -3.33541 4.88414 4.40157
H -0.71587 4.93441 4.86190
H -0.70910 3.31166 4.15212
H -3.13881 5.87462 0.86887
H -3.83685 4.89366 2.13010
H -3.77425 4.23737 0.41114
C -3.59670 -2.39377 -5.00903
C -4.40785 -1.99185 -3.77430
O -5.42767 -1.05022 -4.17740
S -6.10824 -0.10530 -3.01661
C -7.28971 -1.33810 -2.31481
O -5.16421 0.15353 -1.96445
O -6.92535 0.94882 -3.61522
H -2.96257 -1.52044 -5.16160
H -4.13241 -2.53377 -5.94791
H -3.07828 -3.34409 -4.88156
H -4.83090 -2.96327 -3.51840
H -3.71583 -1.73179 -2.97332
H -7.99017 -0.78869 -1.68584
H -6.78662 -2.10771 -1.72938
H -7.84987 -1.80884 -3.12273
C -5.33553 -6.77624 1.06868
C -4.43023 -5.52069 0.93257
O -5.31795 -4.35317 0.95018
S -4.80587 -2.86465 0.42491
C -3.35709 -2.57803 1.49530
O -4.24981 -2.97870 -0.94742
O -5.82146 -1.82360 0.73250
H -5.64627 -7.19120 0.10986
H -6.21403 -6.50759 1.65532
H -4.70332 -7.53166 1.53534
H -3.76867 -5.58897 1.79616
H -3.88965 -5.49983 -0.01370
H -3.71837 -2.24533 2.46839
H -2.69660 -1.86452 1.00260
H -2.74824 -3.47451 1.61254
C -1.84934 0.12037 -1.83498
C -0.78004 1.02366 -1.18329
O 0.49849 0.40035 -1.13151
S 0.82558 -0.65670 0.13352
C 1.55330 0.65185 1.25956
O -0.45870 -1.04628 0.70906
O 1.84829 -1.59899 -0.25232
H -2.63089 0.66302 -2.36679
H -2.33051 -0.48996 -1.07075
H -1.45164 -0.50877 -2.63130
H -0.61780 1.92099 -1.78042
H -0.96693 1.50677 -0.22423
H 0.74850 1.37027 1.41539
H 2.34940 1.14676 0.70333
H 1.95881 0.16570 2.14686
C 2.64375 3.24696 3.33484
C 2.88723 4.62880 2.75317
O 4.21785 5.07096 3.15470
S 4.46394 6.70342 3.05042
C 4.47716 6.86435 1.25086
O 3.26507 7.42822 3.51462
O 5.83322 7.04174 3.49228
H 3.27419 2.50474 2.84519
H 1.64530 2.84780 3.15631
H 2.81115 3.32678 4.40894
H 2.98681 4.69772 1.66992
H 2.13346 5.37103 3.01591
H 4.89304 7.85584 1.07173
H 3.47140 6.70295 0.86291
H 5.15323 6.15374 0.77542
C 1.44934 0.35522 -4.27644
C 1.62820 -1.13875 -3.86768
O 2.77343 -1.76417 -4.52405
S 2.97171 -3.37390 -4.34962
C 3.62661 -3.46617 -2.57897
O 1.66817 -4.00642 -4.45307
O 4.04150 -3.70175 -5.35624
H 0.85070 0.82109 -3.49368
H 0.80274 0.43189 -5.15059
H 2.34066 0.94999 -4.47614
H 1.73629 -1.19350 -2.78444
H 0.69267 -1.65363 -4.08628
H 3.72082 -2.55006 -1.99590
H 4.62249 -3.90716 -2.62214
H 2.98229 -4.18452 -2.07210
C -1.71255 3.87274 -8.52810
C -2.21584 3.75660 -7.07976
O -1.95202 2.42354 -6.66065
S -1.90434 2.14989 -5.02937
C -3.65436 2.37323 -4.49019
O -1.52104 0.76015 -4.81387
O -1.04505 3.15760 -4.42053
H -2.28998 3.17438 -9.13388
H -0.65694 3.65587 -8.69170
H -1.91561 4.88153 -8.88759
H -1.68682 4.50145 -6.48527
H -3.28488 3.85163 -6.88940
H -3.75799 2.25531 -3.41155
H -4.09585 1.49036 -4.95249
H -4.06950 3.26227 -4.96493
C -2.25565 -3.38920 7.07505
C -1.20755 -2.87452 6.11958
O -1.05631 -1.45739 6.35601
S -1.95947 -0.39237 5.45867
C -0.73594 -0.21785 4.00056
O -3.17771 -1.08967 5.01246
O -2.09817 0.87427 6.16249
H -2.49773 -4.43839 6.90567
H -3.13453 -2.75462 6.96105
H -1.96994 -3.29997 8.12315
H -0.23967 -3.33929 6.30744
H -1.45346 -3.07164 5.07613
H -0.49653 -1.18077 3.54938
H 0.16373 0.18147 4.46879
H -1.19896 0.48920 3.31222
C 3.94702 3.70349 -2.65849
C 2.46319 4.05388 -2.41100
C 2.12707 3.54718 -1.02714
O 3.35956 3.19103 -0.41284
C 4.27187 2.75696 -1.41576
H 4.61720 4.53354 -2.88208
H 4.13617 3.07714 -3.53028
H 1.85198 3.49227 -3.11747
H 2.16751 5.10005 -2.48972
H 1.55363 2.62054 -1.00219
H 1.52501 4.25654 -0.45931
H 4.05789 1.72585 -1.69710
H 5.28160 2.65509 -1.01806
C -1.26045 -4.10267 -1.73945
C -1.19779 -4.80115 -3.08653
C -0.13102 -5.87189 -2.94006
O 0.50685 -5.67264 -1.68116
C 0.15084 -4.30211 -1.20410
H -2.00313 -4.41108 -1.00365
H -1.49183 -3.03907 -1.79683
H -0.87999 -4.16211 -3.91038
H -2.10428 -5.36191 -3.31437
H 0.50206 -6.06362 -3.80641
H -0.62404 -6.82407 -2.74417
H 0.90453 -3.61744 -1.59304
H 0.15377 -4.11574 -0.13015
C 3.24756 -3.31470 5.09780
C 4.32110 -2.19414 5.11616
C 3.43997 -1.01710 5.53510
O 2.27043 -1.18298 4.71375
C 2.12262 -2.56244 4.34691
H 2.93784 -3.58930 6.10614
H 3.57236 -4.25333 4.64882
H 4.75202 -1.94480 4.14650
H 5.05021 -2.40228 5.89922
H 3.84335 -0.03713 5.28006
H 3.09902 -1.00882 6.57038
H 2.22839 -2.62314 3.26376
H 1.14205 -2.92210 4.65872
C 6.39533 -0.80658 0.53829
C 6.67349 -0.34460 1.98752
C 5.43348 0.45865 2.31772
O 4.39275 -0.18411 1.55080
C 4.91643 -0.66302 0.32861
H 6.63716 -1.84593 0.31610
H 6.91993 -0.17411 -0.17785
H 7.63301 0.17005 2.03800
H 6.70686 -1.24047 2.60752
H 5.42569 1.51977 2.06856
H 5.22391 0.41641 3.38656
H 4.87998 -0.06826 -0.58410
H 4.50727 -1.66736 0.21914